[1]
# C5H8O

One molecule with the formula C5H8O (ωB97M-V/def2-TZVPD, OMol25).

```
! RIJCOSX wB97M-V def2-TZVPD def2/J DEFGRID3
* xyz 0 1
C 1.96236 -0.12829 -0.58228
C 0.76943 -0.51232 0.23431
O 0.98643 -1.66279 0.94142
C -0.39167 0.12230 0.22998
C -1.21291 1.18739 -0.34063
C -1.84277 0.03299 0.44417
H 2.01941 -0.78417 -1.45938
H 1.88863 0.90334 -0.93244
H 2.88833 -0.26042 -0.01703
H 0.19276 -1.83229 1.46931
H -1.36838 1.23863 -1.41699
H -1.21474 2.15836 0.15473
H -2.29837 0.25908 1.40728
H -2.37851 -0.72183 -0.13246
*
```

Output
Molecular weight, g/mol: 84.12
Lowest unoccupied orbital energy, eV: 0.95
SMILES: CC(O)=C1CC1
E_tot, eV: -7360.38112
Highest occupied orbital energy, eV: -8.4
F_max, eV/A: 0.44

[2]
# C5H8O

One molecule with the formula C5H8O (ωB97M-V/def2-TZVPD, OMol25).

```
! RIJCOSX wB97M-V def2-TZVPD def2/J DEFGRID3
* xyz 0 1
O -1.39326 1.84167 0.27781
C -0.75092 0.60995 0.48241
C -1.08620 -0.58820 -0.40434
C 0.29942 -1.11935 -0.05664
C 1.43139 -0.36461 -0.63415
C 0.73891 0.36682 0.45951
H -0.73884 2.51533 0.07250
H -0.91864 0.28314 1.51228
H -1.26172 -0.31796 -1.45266
H -1.92333 -1.18900 -0.04060
H 0.39982 -2.09456 0.41650
H 1.52768 -0.03538 -1.66131
H 2.36048 -0.76645 -0.22084
H 1.31521 0.85861 1.24952
*
```

Output
Molecular weight, g/mol: 84.12
Lowest unoccupied orbital energy, eV: 0.95
SMILES: O[C@H]1C[C@H]2C[C@H]21
E_tot, eV: -7359.53107
Highest occupied orbital energy, eV: -9.3
F_max, eV/A: 0.92

[3]
# C5H8O

One molecule with the formula C5H8O (ωB97M-V/def2-TZVPD, OMol25).

```
! RIJCOSX wB97M-V def2-TZVPD def2/J DEFGRID3
* xyz 0 1
C 2.32607 0.09309 0.20796
C 1.40841 -0.17931 -0.76148
C 0.29979 -0.26534 -1.36697
C -0.80846 0.19563 -0.55214
C -1.80316 -0.85229 -0.11952
O -0.25062 0.75779 0.92800
H 2.72320 -0.71697 0.81899
H 0.86585 0.53165 0.81019
H 2.97031 0.96736 0.11057
H -1.28140 1.10971 -0.92203
H -1.27829 -1.68246 0.36169
H -2.54986 -0.44580 0.56727
H -2.30335 -1.23815 -1.01262
H -0.31849 1.72508 0.93012
*
```

Output
Molecular weight, g/mol: 84.12
Lowest unoccupied orbital energy, eV: 0.44
E_tot, eV: -7357.32409
Highest occupied orbital energy, eV: -8.1
F_max, eV/A: 0.42

[4]
# C5H8O

A 2-piece molecular cluster, C5H8O overall (ωB97M-V/def2-TZVPD, OMol25).

```
! RIJCOSX wB97M-V def2-TZVPD def2/J DEFGRID3
* xyz 0 1
C 1.71472 -0.94296 0.67118
C 0.77339 -0.05616 0.39264
C -0.46041 0.41490 1.10171
C -1.26774 1.02372 -0.05757
C -0.34599 1.09085 -1.25988
O 0.79496 0.56729 -0.88620
H -0.12592 -1.73350 -2.36040
H 1.69019 -1.55805 1.56667
H 2.50088 -1.12848 -0.05132
H -0.94804 -0.41150 1.62259
H -0.22759 1.17902 1.85044
H -2.21495 0.50835 -0.26686
H -1.52337 2.07600 0.10565
H -0.36014 -1.02949 -2.42865
*
```

Output
Molecular weight, g/mol: 84.12
Lowest unoccupied orbital energy, eV: 0.88
E_tot, eV: -7358.08336
Highest occupied orbital energy, eV: -8.7
F_max, eV/A: 0.41

[5]
# C5H8O

One molecule with the formula C5H8O (ωB97M-V/def2-TZVPD, OMol25).

```
! RIJCOSX wB97M-V def2-TZVPD def2/J DEFGRID3
* xyz 0 1
C -0.76672 0.96931 0.78438
O -1.61419 0.15762 -0.01773
C -0.94577 -1.00804 -0.47856
C 0.52338 -0.84552 -0.14778
C 1.20461 0.35643 -0.73146
C 0.63782 0.41818 0.65592
H -0.85333 1.99701 0.40917
H -1.09222 0.96063 1.83440
H -1.12783 -1.07935 -1.55841
H -1.35576 -1.91074 -0.00390
H 1.10656 -1.72780 0.09845
H 0.69228 0.90553 -1.52043
H 2.28541 0.31837 -0.83296
H 1.30579 0.48839 1.50891
*
```

Output
Molecular weight, g/mol: 84.12
Lowest unoccupied orbital energy, eV: 1.14
SMILES: C1OC[C@H]2C[C@@H]12
E_tot, eV: -7360.91973
Highest occupied orbital energy, eV: -9.5
F_max, eV/A: 0.32

[6]
# C5H8O

C5H8O as an isolated structure (ωB97M-V/def2-TZVPD, OMol25).

```
! RIJCOSX wB97M-V def2-TZVPD def2/J DEFGRID3
* xyz 0 1
C -0.69262 -0.04133 -0.98305
C -1.45889 0.46380 0.24659
C 0.86583 1.13532 0.51420
O 1.35408 0.29485 1.44623
C 1.26277 -0.87115 0.59236
C 0.76802 0.03417 -0.55029
H -0.99303 -1.03015 -1.36421
H -0.83962 0.67310 -1.80271
H -1.56078 -0.27257 1.05744
H -2.40416 0.94242 0.03635
H -0.66765 1.44668 0.68448
H 0.54168 -1.57975 0.99836
H 2.23453 -1.34957 0.47957
H 1.48585 0.14468 -1.36791
*
```

Output
Molecular weight, g/mol: 84.12
Lowest unoccupied orbital energy, eV: 0.89
E_tot, eV: -7357.61376
Highest occupied orbital energy, eV: -8.1
F_max, eV/A: 3.11

Number 1: HOMO-LUMO gap 9.4 eV. Number 2: HOMO-LUMO gap 10.3 eV. Number 3: HOMO-LUMO gap 8.5 eV. Number 4: HOMO-LUMO gap 9.6 eV. Number 5: HOMO-LUMO gap 10.6 eV. Number 6: HOMO-LUMO gap 9.0 eV.